{"formula": "C27H54ClN3O4P3S", "method": "wB97M-V/def2-TZVPD", "species": ["C", "C", "N", "C", "C", "C", "C", "C", "C", "C", "C", "C", "C", "C", "C", "O", "C", "C", "N", "C", "C", "O", "Cl", "P", "S", "N", "P", "C", "C", "P", "C", "C", "C", "H", "H", "H", "H", "H", "H", "H", "H", "H", "H", "H", "H", "H", "H", "H", "H", "H", "H", "H", "H", "H", "H", "H", "H", "H", "H", "H", "H", "H", "H", "H", "H", "H", "H", "H", "H", "H", "H", "H", "H", "H", "H", "H", "H", "H", "H", "H", "H", "O", "C", "O", "C", "C", "C", "H", "H", "H", "H", "H", "H"], "positions_angstrom": [[0.5544, 1.1088, 2.8705], [-0.7165, 0.7876, 2.7096], [-1.1670, -0.1403, 1.6908], [-0.7917, -1.5470, 1.9161], [0.6457, -1.8591, 1.5249], [0.7957, -3.3405, 1.2157], [2.1850, -3.6829, 0.6958], [2.5626, -2.9432, -0.5962], [3.7587, -1.9946, -0.4359], [3.4053, -0.5052, -0.6016], [4.5228, 0.3074, -1.2724], [5.2290, 1.2795, -0.3354], [4.3093, 2.2949, 0.3312], [4.2624, 3.6331, -0.3893], [3.3569, 4.5835, 0.3487], [4.0299, 5.1395, 1.4627], [3.2431, 5.1664, 2.6231], [-1.8272, 0.2502, 0.6514], [-2.1030, -0.7941, -0.2796], [-3.5364, -0.9067, -0.5958], [-3.7509, -2.2055, -1.3680], [-3.2152, -3.2678, -1.0276], [-4.7935, -2.1038, -2.7839], [-1.1494, -0.5618, -1.7366], [-0.4463, -2.1790, -2.5089], [-2.1813, 1.5569, 0.3958], [-0.7972, 2.5964, 0.0148], [-1.1670, 3.2601, -1.6484], [-0.8244, 4.0658, 1.0786], [-3.4137, 2.2621, 1.5214], [-4.8564, 1.1151, 1.5657], [-4.1462, 3.7145, 0.6494], [-4.2829, 4.8162, 1.6997], [0.8360, 1.5626, 3.8002], [1.3245, 0.9664, 2.1353], [-1.4963, 1.1769, 3.3336], [-1.4930, -2.2219, 1.4579], [-0.8699, -1.6850, 2.9848], [1.0176, -1.2058, 0.7440], [1.2633, -1.6520, 2.3907], [0.0068, -3.6627, 0.5441], [0.6644, -3.8581, 2.1597], [2.2340, -4.7528, 0.5485], [2.8834, -3.4590, 1.4907], [1.7014, -2.3699, -0.9112], [2.7396, -3.6503, -1.3891], [4.2270, -2.1191, 0.5313], [4.4813, -2.2543, -1.1971], [3.1615, -0.1122, 0.3773], [2.5401, -0.4622, -1.2537], [5.2690, -0.3934, -1.6169], [4.1373, 0.8697, -2.1132], [5.7807, 0.7506, 0.4322], [5.9587, 1.8326, -0.9169], [3.2989, 1.9155, 0.4350], [4.6524, 2.5035, 1.3389], [3.8718, 3.4751, -1.3897], [5.2638, 4.0332, -0.4676], [2.5245, 3.9920, 0.7202], [2.9752, 5.3569, -0.3125], [3.7405, 5.7990, 3.3405], [3.0968, 4.1682, 3.0297], [2.2601, 5.5963, 2.4362], [-3.9410, -0.0584, -1.1354], [-4.0748, -1.0654, 0.3239], [-0.1145, 0.2939, -1.3371], [-1.9844, 0.1117, -2.6437], [-1.5939, 4.2560, -1.6327], [-1.8568, 2.6085, -2.1622], [-0.2656, 3.2951, -2.2418], [-0.7686, 3.8066, 2.1222], [-1.6196, 4.7680, 0.8841], [0.0983, 4.5782, 0.8409], [-5.2114, 0.9483, 0.5574], [-5.6368, 1.5695, 2.1508], [-4.5438, 0.1643, 1.9730], [-3.5216, 4.0411, -0.1675], [-5.1455, 3.4876, 0.3060], [-4.9745, 4.5104, 2.4696], [-3.3459, 4.9996, 2.2029], [-4.5834, 5.7440, 1.2358], [0.2417, -7.0333, -4.4130], [-0.6789, -6.8362, -3.6829], [-0.5691, -6.9056, -2.3302], [-1.8555, -6.7224, -1.7172], [-2.6884, -5.9799, -2.7514], [-2.1136, -6.5100, -4.0643], [-2.2677, -7.7051, -1.4774], [-1.7309, -6.1596, -0.7944], [-3.7589, -6.1410, -2.6363], [-2.4992, -4.9111, -2.6753], [-2.6046, -7.4274, -4.3909], [-2.1368, -5.7740, -4.8619]], "forces_ev_per_a": [[-0.270, -0.040, -0.030], [0.308, -0.081, -0.020], [0.012, 0.628, -0.238], [0.348, -0.165, 0.651], [-0.010, -0.053, 0.299], [0.218, 0.197, 0.125], [-0.395, -0.039, -0.257], [0.056, 0.149, 0.889], [-0.297, 0.232, -0.453], [0.404, -0.598, -0.587], [0.041, 0.152, 0.919], [-0.192, 0.180, 0.048], [0.463, 0.347, 0.077], [-0.355, -0.471, 0.044], [0.276, -0.096, 0.126], [0.081, 0.021, -0.190], [-0.075, 0.245, -0.182], [0.154, -0.744, -0.283], [-0.119, 1.537, -0.507], [0.180, -0.746, -0.457], [1.827, -3.763, 0.739], [-2.131, 3.647, -1.006], [0.299, 0.067, 0.548], [0.963, -1.890, -0.789], [-0.354, 0.323, 0.040], [-1.016, 0.500, 0.028], [1.399, -0.673, -0.340], [-0.434, 0.259, 0.282], [-0.283, -0.026, -0.246], [-0.116, 0.424, 1.250], [1.004, -0.033, -1.217], [0.105, -0.167, 0.473], [0.386, -0.112, -0.129], [0.053, 0.646, 0.112], [0.204, -0.553, -0.118], [-0.260, -0.288, 0.453], [-0.269, 0.074, -0.461], [-0.188, -0.011, 0.368], [-0.135, 0.033, -0.492], [0.348, 0.210, 0.168], [-0.085, -0.103, -0.326], [-0.260, -0.345, 0.191], [0.023, -0.344, -0.025], [0.380, 0.098, 0.206], [-0.177, 0.115, -0.211], [0.152, -0.306, -0.273], [0.283, -0.253, 0.205], [0.364, -0.040, -0.096], [-0.289, 0.300, 0.166], [-0.477, 0.150, 0.042], [0.200, -0.093, -0.492], [-0.106, 0.030, -0.340], [0.136, -0.346, 0.118], [0.349, 0.059, -0.062], [-0.341, -0.158, -0.058], [0.119, -0.037, 0.334], [-0.019, 0.087, -0.375], [0.239, 0.276, -0.091], [-0.538, -0.094, 0.003], [-0.082, 0.392, -0.007], [0.212, 0.060, 0.310], [0.044, -0.303, 0.171], [-0.254, 0.160, -0.095], [-0.065, 0.223, -0.079], [-0.280, 0.077, 0.333], [-0.374, 0.427, 0.289], [-0.137, 0.467, 0.400], [-0.154, 0.236, 0.013], [-0.289, -0.260, -0.148], [0.411, -0.012, -0.031], [-0.112, -0.127, 0.395], [-0.349, 0.161, 0.062], [0.414, 0.098, -0.190], [-0.411, -0.046, -0.212], [-0.186, 0.180, 0.403], [-0.148, -0.213, 0.466], [0.101, -0.004, -0.397], [-0.130, -0.278, -0.536], [-0.422, 0.126, 0.199], [0.364, 0.086, 0.159], [-0.369, 0.227, -0.014], [0.227, 0.042, 0.002], [-0.219, -0.139, -0.192], [-0.009, 0.074, 0.060], [-0.131, 0.031, 0.041], [-0.070, -0.041, -0.233], [-0.025, 0.251, 0.466], [0.003, -0.011, -0.020], [0.137, -0.023, 0.003], [0.016, -0.047, 0.044], [0.007, 0.025, 0.027], [0.043, -0.012, -0.082], [0.053, -0.141, -0.164]], "mulliken_charge": [-0.555, -0.785, 1.058, -1.581, 0.532, -0.977, -1.244, 0.226, -1.196, 0.671, -0.979, -1.098, 0.394, -0.972, 0.185, -0.398, -0.593, -1.741, 0.851, -0.574, 0.445, -0.386, -0.164, 0.217, -0.225, 0.530, 0.837, -1.554, -1.410, 0.128, -1.342, -0.354, -1.301, 0.354, 0.096, 0.529, 0.567, 0.519, -0.323, 0.566, 0.440, 0.409, 0.422, 0.461, -0.783, 0.738, 0.344, 0.501, -0.057, -0.061, 0.441, 0.359, 0.383, 0.493, -0.416, 0.334, 0.355, 0.410, -0.308, 0.417, 0.309, 0.217, 0.250, 0.453, 0.247, -0.158, 0.155, 0.481, 0.469, 0.394, 0.479, 0.441, 0.354, 0.295, 0.574, 0.337, 0.233, 0.510, 0.398, 0.345, 0.382, -0.568, 0.499, -0.370, -0.437, 0.069, -0.497, 0.260, 0.253, 0.444, -0.227, 0.287, 0.286], "spin_multiplicity": 1, "molar_mass_g_mol": 645.2, "gap_ev": 7.514, "total_charge": 1}

=====

{"formula": "C5H6O", "method": "wB97M-V/def2-TZVPD", "species": ["C", "C", "C", "O", "C", "C", "H", "H", "H", "H", "H", "H"], "positions_angstrom": [[-0.0182, 1.3432, 0.3375], [-0.4266, -0.0663, 0.7856], [-1.4020, -0.7818, 0.0748], [-0.8015, -1.2568, -0.9870], [0.5226, -0.9416, -0.5439], [1.6722, -1.1261, -1.0272], [1.0431, 1.4974, 0.5552], [-0.1641, 1.4926, -0.7351], [-0.6054, 2.0915, 0.8816], [-0.4562, -0.1514, 1.8753], [-2.4179, -1.1137, 0.2734], [2.6560, -0.7959, -0.7345]], "forces_ev_per_a": [[0.026, 0.135, -0.057], [-0.149, -0.007, 0.134], [0.027, -0.022, 0.047], [-0.051, 0.078, 0.074], [0.462, -0.092, -0.255], [-0.265, 0.087, 0.220], [-0.148, -0.043, -0.042], [0.017, -0.044, 0.142], [0.092, -0.127, -0.068], [0.004, -0.002, -0.156], [0.122, 0.056, -0.019], [-0.138, -0.019, -0.019]], "mulliken_charge": [-1.043, -0.092, -0.057, -0.260, 0.084, -0.572, 0.307, 0.323, 0.347, 0.341, 0.404, 0.217], "de_lowest_ev": 5.924, "spin_multiplicity": 1, "molar_mass_g_mol": 82.1, "gap_ev": [6.895, 6.894], "total_charge": 0}

=====

{"formula": "H12O6", "method": "wB97M-V/def2-TZVPD", "species": ["O", "H", "H", "O", "H", "H", "O", "H", "H", "O", "H", "H", "O", "H", "H", "O", "H", "H"], "positions_angstrom": [[1.3629, 1.0331, -0.9486], [1.2942, 1.0369, 0.1026], [2.4173, 1.2211, -0.9822], [-1.5417, -1.4302, -0.5490], [-1.6353, -0.3680, -0.3778], [-0.6694, -1.5789, -0.9814], [0.3508, 1.4044, 1.2873], [-0.4759, 1.8684, 0.9147], [-0.0587, 0.5517, 1.7617], [-0.4247, -1.1712, 1.9754], [0.4593, -1.4752, 1.5564], [-1.0769, -1.4420, 1.3685], [-1.4887, 1.4626, -0.6018], [-2.2110, 1.6108, -1.3659], [-0.6061, 1.6944, -1.1417], [1.2203, -1.5702, -0.3069], [1.3748, -0.6466, -0.7251], [1.7087, -2.2012, -0.9862]], "forces_ev_per_a": [[4.757, 0.417, 1.457], [-1.137, 0.474, -1.587], [-3.676, -0.480, -0.495], [-0.458, 3.097, 0.185], [0.764, -3.576, -1.002], [-0.717, 0.477, 0.764], [-2.588, -0.898, 1.386], [1.846, -1.048, 0.839], [0.995, 1.724, -1.216], [3.655, 0.269, 1.200], [-2.251, 0.544, 0.711], [-1.284, -0.728, -1.714], [-0.092, 1.459, -4.794], [2.220, -0.451, 2.704], [-2.355, -0.974, 1.760], [2.161, -0.853, -3.183], [-0.382, -1.292, 0.694], [-1.457, 1.839, 2.291]], "mulliken_charge": [-0.835, 0.466, 0.343, -0.767, 0.472, 0.326, -0.796, 0.392, 0.453, -0.763, 0.363, 0.384, -0.775, 0.326, 0.379, -0.734, 0.444, 0.320], "de_lowest_ev": 1.947, "smiles": "O.O.O.O.O.O", "spin_multiplicity": 1, "molar_mass_g_mol": 108.1, "gap_ev": 10.733, "total_charge": 0}

=====

{"formula": "C4H4F3N3O", "method": "wB97M-V/def2-TZVPD", "species": ["C", "C", "C", "C", "N", "N", "N", "O", "F", "F", "F", "H", "H", "H", "H"], "positions_angstrom": [[-0.0706, 3.5891, 0.4571], [1.4708, -1.0426, -1.2652], [0.1940, -0.1691, -1.1512], [2.5656, -0.8809, -0.2605], [1.8904, -2.0893, -3.3554], [1.7214, -1.6398, -2.3177], [0.1520, 2.6596, -0.2918], [-0.4611, 4.2659, 1.3187], [2.6882, 0.4676, -0.0369], [2.2875, -1.4716, 0.9574], [3.7368, -1.3713, -0.5675], [0.1143, 0.6112, -1.9024], [0.2861, 0.5274, -0.3101], [-0.7129, -0.6677, -1.0577], [0.7349, 2.6399, -1.1315]], "forces_ev_per_a": [[-0.638, -0.693, 0.528], [-1.538, 2.312, 3.300], [2.348, 1.242, 0.528], [-1.186, 0.367, 1.465], [-0.204, 0.215, 1.458], [0.998, -1.973, -4.839], [0.626, 0.573, -0.801], [0.404, 0.353, -0.374], [0.311, -0.674, 0.280], [-0.344, 0.787, -0.710], [0.841, -0.154, -1.040], [0.076, -0.499, -0.916], [0.118, -0.936, 0.345], [-1.442, -1.211, 0.022], [-0.370, 0.293, 0.753]], "mulliken_charge": [0.482, 0.273, -1.170, 0.878, -0.811, 0.689, -0.417, -0.393, -0.243, -0.277, -0.280, 0.306, 0.307, 0.410, 0.246], "de_lowest_ev": 1.900, "spin_multiplicity": 1, "molar_mass_g_mol": 167.1, "gap_ev": 9.576, "total_charge": 0}